A gas-phase ion, C21H25N2O4P (charge +2). Source: the Open Molecules 2025 dataset; level of theory: wB97M-V/def2-TZVPD.

Results
2S+1   1
Max |F|   7.2 eV Å⁻¹
E_LUMO   -8.5 eV
Total charge   +2

Element x y z (Å)
N (-3.1640, -4.7465, 0.3953)
H (2.9016, 4.4214, -2.5654)
H (-2.4846, 3.4634, -0.1560)
H (-3.2737, -6.8755, -1.3046)
H (4.1348, 2.2005, 2.3699)
C (2.0605, 3.1277, 0.1723)
C (-0.5430, 3.8579, 1.3044)
C (1.6272, -1.4078, -0.1306)
O (-5.7627, -5.0628, -0.6692)
C (1.0873, 3.7155, 1.3982)
C (0.4977, -1.6077, 1.0408)
H (-2.3470, -1.0394, 0.3273)
H (-0.8972, 5.0320, 3.3205)
H (-2.3963, 4.9714, 2.0370)
H (1.6584, -2.0933, -1.1053)
H (-6.0333, -6.9062, 1.4742)
C (-0.4545, -4.3801, 1.0356)
H (0.6124, -4.7908, 1.2902)
H (1.8324, 0.8793, -4.4361)
C (1.7492, 0.5240, 2.3650)
C (-1.2961, 3.4023, -0.0786)
H (-0.1870, -0.6714, 3.2663)
C (-2.1812, -2.2078, 0.4704)
H (0.7694, 2.5434, -4.4076)
C (2.7230, -0.2047, 0.0664)
H (-4.4596, -2.7814, -0.0902)
H (1.6325, 4.0399, 2.3816)
P (-4.6113, -5.8132, 0.1198)
H (4.1672, 3.1428, -3.1602)
C (0.5764, -0.6213, 2.3500)
C (-0.6564, -2.7607, 0.8787)
H (2.7388, 3.5543, -4.3327)
C (-1.5021, 4.3991, 2.5424)
C (3.0149, 3.4358, -3.1861)
C (2.1287, 2.1634, -2.5590)
H (1.8172, 1.2831, 3.2838)
H (-0.9863, 2.5423, -2.3143)
O (-5.2314, -6.3362, 1.6935)
C (-0.3662, 2.8507, -1.3525)
O (3.5087, 3.0101, 0.4040)
C (3.8338, 1.8497, 1.2703)
C (-1.7842, -5.3271, 0.7700)
C (1.1898, 1.6300, -3.8023)
C (1.2970, 2.7083, -1.2554)
H (4.8162, 1.3666, 0.7947)
H (2.9100, 1.3209, -2.3375)
H (0.2964, 1.0026, -3.3422)
N (2.7814, 0.7556, 1.2599)
H (3.5288, -0.0630, -0.7708)
H (-1.9903, 3.4392, 3.0571)
O (-4.1307, -7.1814, -0.8504)
H (-1.7357, -6.4964, 0.8374)
C (-3.4169, -3.2580, 0.2298)